(1)
{
  "formula": "C15H49ClNO24P5",
  "method": "ωB97M-V/def2-TZVPD",
  "species": ["N", "H", "H", "H", "H", "Cl", "O", "O", "O", "O", "C", "O", "P", "O", "O", "C", "O", "C", "H", "H", "H", "H", "H", "H", "H", "H", "H", "C", "O", "P", "O", "O", "C", "O", "C", "H", "H", "H", "H", "H", "H", "H", "H", "H", "C", "O", "P", "O", "O", "C", "O", "C", "H", "H", "H", "H", "H", "H", "H", "H", "H", "C", "O", "P", "O", "O", "C", "O", "C", "H", "H", "H", "H", "H", "H", "H", "H", "H", "C", "O", "P", "O", "O", "C", "O", "C", "H", "H", "H", "H", "H", "H", "H", "H", "H"],
  "positions_angstrom": [[0.7751, 1.0491, 0.8526], [0.3754, 0.1375, 1.0239], [1.7467, 0.8577, 1.0511], [0.2877, 1.7006, 1.4511], [0.4813, 1.3557, -0.0638], [4.3378, 1.5778, 1.9628], [3.7709, 2.4262, 0.9473], [4.7826, 0.4030, 1.2896], [5.5089, 2.1600, 2.6139], [3.1876, 1.3437, 2.7633], [0.9206, 5.1677, 1.9783], [-0.4458, 5.2895, 1.7874], [-1.3516, 4.0995, 2.4080], [-0.5921, 2.7439, 2.4156], [-2.7225, 4.2618, 1.5850], [-2.8777, 3.8450, 0.2753], [-1.6409, 4.6052, 3.9729], [-2.6773, 5.5470, 4.1100], [1.2186, 6.2103, 2.0887], [1.4874, 4.7073, 1.1691], [1.1908, 4.6450, 2.8959], [-2.1090, 3.1228, 0.0002], [-2.7249, 4.6521, -0.4412], [-3.8450, 3.4681, -0.0567], [-3.1464, 5.9746, 3.2239], [-2.2541, 6.4788, 4.4853], [-3.5457, 5.3183, 4.7279], [-2.5505, -2.9756, -1.0772], [-3.2679, -2.1916, -0.1751], [-2.8324, -0.6457, 0.0758], [-1.3650, -0.2478, -0.0562], [-3.8758, 0.2138, -0.7756], [-3.5813, 0.5789, -2.1151], [-3.4161, -0.4706, 1.5641], [-3.8442, 0.7768, 1.9535], [-1.8858, -2.4174, -1.7365], [-3.1553, -3.6198, -1.7155], [-1.8998, -3.6067, -0.4718], [-2.5385, 0.4359, -2.3985], [-3.8013, 1.6426, -2.2056], [-4.2196, 0.2570, -2.9380], [-3.2572, 1.3740, 2.6512], [-4.8138, 0.7137, 2.4476], [-4.0948, 1.4656, 1.1468], [1.5484, -2.3543, -0.3905], [2.1541, -3.2588, -1.3214], [1.2043, -4.3161, -2.1991], [0.1519, -5.0905, -1.4604], [2.3697, -5.3501, -2.8064], [2.8742, -6.4944, -2.1331], [0.7056, -3.5509, -3.4669], [0.3201, -4.2196, -4.6852], [2.1756, -2.1420, 0.4753], [0.5161, -2.5274, -0.0863], [1.5515, -1.3539, -0.8234], [3.9009, -6.7221, -2.4197], [2.2745, -7.3240, -2.5077], [2.6100, -6.5854, -1.0796], [0.6299, -5.2530, -4.8410], [0.8509, -3.7473, -5.5118], [-0.7505, -4.0398, -4.7824], [0.0488, -0.6936, -4.2791], [0.1594, -0.0689, -2.9782], [0.2921, 1.5342, -2.9162], [0.0541, 2.1128, -1.5686], [-0.6159, 2.1482, -4.1156], [-0.2744, 3.3780, -4.6409], [1.7702, 1.8072, -3.4991], [2.9559, 1.3018, -3.0198], [-0.2628, -0.0425, -5.0958], [-0.6698, -1.5105, -4.3460], [1.0101, -1.1707, -4.4699], [0.2934, 4.0457, -3.9930], [-1.0758, 3.9175, -5.1457], [0.3712, 3.1305, -5.4836], [3.7561, 1.0205, -3.7044], [2.9320, 0.5150, -2.2658], [3.4175, 2.2204, -2.6574], [3.2954, -1.9105, 3.4667], [2.1734, -1.5084, 4.1752], [0.6907, -1.7275, 3.6035], [0.4380, -1.2622, 2.1835], [0.4545, -3.3284, 3.8863], [0.6755, -4.2590, 2.8473], [-0.2096, -0.9089, 4.6952], [-1.2376, 0.0311, 4.3213], [3.3607, -1.4139, 2.4986], [3.3137, -3.0000, 3.4371], [4.1437, -1.5462, 4.0461], [1.6380, -4.7520, 2.9836], [0.5436, -3.9506, 1.8102], [-0.0017, -5.0695, 3.1169], [-2.1151, 0.1656, 4.9537], [-1.5691, -0.1995, 3.3089], [-0.5826, 0.8930, 4.1939]],
  "forces_ev_per_a": [[-0.187, -1.070, -0.049], [-0.756, -0.452, 0.131], [0.710, 1.195, -0.004], [0.332, 0.500, 1.108], [0.648, -0.014, -0.977], [1.151, 1.510, -2.040], [0.639, 1.645, -1.161], [0.165, -1.822, 0.069], [-1.827, -0.203, 0.149], [-0.470, -1.298, 2.789], [2.390, 0.996, 0.773], [-3.055, -1.726, -0.113], [2.476, -1.644, 0.851], [-2.932, 3.881, 0.105], [0.344, 0.096, 2.553], [1.046, -0.379, -2.878], [-0.596, -1.597, -3.036], [-0.840, 2.851, 0.271], [0.589, -0.130, -0.040], [-0.439, -0.098, -0.222], [-0.122, -0.070, 0.023], [-0.094, -0.374, 0.056], [0.250, 0.544, 0.337], [-0.298, -0.239, 1.187], [0.300, -0.851, -0.763], [0.305, -0.188, 0.656], [0.516, -0.943, 0.340], [1.808, -1.257, -0.401], [-0.315, 2.533, 0.616], [1.899, -0.425, 0.882], [-3.686, -1.242, -0.426], [0.186, -0.677, -0.297], [0.254, 1.787, -0.949], [0.842, -1.077, -1.462], [-2.077, 2.621, 0.844], [-0.032, 0.353, -0.002], [-0.511, 0.244, 0.342], [0.069, -0.289, -0.301], [0.011, -0.175, 0.276], [0.452, 0.350, 0.383], [-0.345, -1.358, 0.648], [0.919, -0.669, -0.045], [-0.088, -0.588, 0.199], [0.418, -0.253, -0.404], [0.015, 1.748, 0.053], [-1.917, -1.780, -1.395], [2.053, -2.642, 2.341], [1.304, 1.585, -0.753], [-1.111, 2.544, 0.373], [-1.550, -1.384, -0.262], [0.705, -0.084, -0.336], [0.024, 0.574, -0.708], [0.147, -1.083, 0.104], [0.169, -0.614, -0.092], [-0.280, 0.043, -0.599], [0.019, 0.635, 0.382], [0.103, -0.316, -0.361], [0.676, 0.821, 0.252], [-0.311, -0.187, 1.041], [-0.125, 0.559, 0.118], [0.085, -0.453, -0.169], [0.540, -0.680, -0.592], [-1.311, 1.166, -0.562], [1.154, 0.167, -0.188], [-0.093, -0.581, -1.549], [-0.311, -2.113, 2.468], [1.520, 1.361, -2.207], [-3.149, -0.301, -1.435], [2.843, 1.066, 1.634], [0.410, 0.492, 0.320], [-0.244, 0.119, 1.004], [0.038, 0.291, -0.241], [-0.289, -0.128, 0.313], [-0.625, -0.297, 0.750], [0.474, 0.362, -0.078], [-0.957, -0.464, -1.185], [-0.529, 0.208, 0.147], [0.398, -0.380, 1.147], [1.331, -0.103, -0.296], [-3.050, 0.863, 0.565], [-0.402, 0.951, -0.006], [0.445, -1.426, 2.315], [-0.164, 2.866, -0.343], [-0.084, -1.928, 0.434], [0.863, -2.694, -0.201], [1.644, 0.630, -2.065], [-0.058, -0.272, -0.142], [0.248, -0.053, -0.373], [0.061, -0.169, -0.091], [0.423, 0.461, -0.198], [-0.140, 0.429, 0.294], [-0.367, -0.003, -0.591], [0.656, -0.513, 0.604], [-0.232, -0.157, 0.057], [-1.098, 0.867, 0.286]],
  "de_lowest_kcal_mol": 105.3,
  "total_charge": 0,
  "homo_lumo_gap_ev": 8.471
}



(2)
{
  "formula": "C15H4Cl4F6N5O9RhS2",
  "method": "ωB97M-V/def2-TZVPD",
  "species": ["Rh", "Cl", "C", "C", "Cl", "C", "Cl", "C", "O", "C", "O", "C", "Cl", "F", "C", "F", "F", "S", "O", "O", "N", "S", "O", "O", "C", "F", "F", "F", "O", "N", "C", "C", "N", "C", "N", "O", "C", "C", "C", "C", "O", "N", "H", "H", "H", "H"],
  "positions_angstrom": [[-0.1473, -0.2789, -0.6226], [2.4925, 6.1824, 0.1158], [1.6114, 4.7237, 0.3768], [1.0401, 4.4732, 1.6482], [1.2006, 5.6475, 2.8984], [0.3658, 3.2961, 1.8885], [-0.3017, 2.9548, 3.4379], [0.2227, 2.2990, 0.8816], [-0.3526, 1.2053, 1.0826], [0.7616, 2.5886, -0.4629], [0.5582, 1.7686, -1.3842], [1.4721, 3.8104, -0.6455], [2.1533, 4.1114, -2.1979], [-4.1467, 1.8377, -0.2323], [-4.1748, 0.8021, 0.6018], [-5.4527, 0.4473, 0.8064], [-3.6940, 1.2211, 1.7790], [-3.1251, -0.6642, 0.0164], [-2.3900, -1.0054, 1.1839], [-2.3987, -0.1443, -1.1274], [-4.1512, -1.8147, -0.3414], [-5.2561, -1.5861, -1.4478], [-5.2914, -0.2710, -2.0172], [-6.4981, -2.2067, -1.0934], [-4.6722, -2.6869, -2.8373], [-5.6382, -2.7758, -3.7680], [-3.5688, -2.2367, -3.4314], [-4.4291, -3.9298, -2.3888], [1.7773, -0.5326, -0.2242], [2.3070, -1.6758, -0.4476], [2.8343, -1.9007, -1.6261], [3.3890, -3.1817, -1.8733], [3.8585, -4.2045, -2.1198], [2.9123, -0.9413, -2.6806], [3.0514, -0.1924, -3.5435], [-1.0392, -3.9835, 1.2627], [-1.0161, -3.7000, 0.0862], [-1.4972, -4.6485, -1.0338], [-0.9608, -4.0103, -2.3094], [-0.5409, -2.6361, -1.8203], [-0.1728, -1.6878, -2.5333], [-0.5462, -2.5441, -0.4876], [-2.5874, -4.6666, -1.0041], [-1.1250, -5.6536, -0.8394], [-1.6760, -3.9247, -3.1255], [-0.0694, -4.5176, -2.6862]],
  "forces_ev_per_a": [[-0.784, 0.055, -0.563], [0.032, 0.110, 0.014], [-0.007, -0.243, -0.364], [-0.212, -0.367, 0.112], [0.036, 0.098, 0.075], [0.175, 0.391, 0.224], [-0.060, -0.049, 0.006], [-0.070, -0.257, -0.179], [0.067, 0.168, 0.128], [-0.225, -0.230, -0.035], [-0.020, 0.187, 0.067], [0.216, 0.481, 0.105], [-0.044, -0.082, -0.039], [0.016, -0.178, -0.086], [-0.050, 0.085, 0.296], [0.126, 0.006, -0.104], [0.017, -0.041, -0.158], [-0.842, 0.280, 0.147], [-0.009, -0.223, 0.135], [-0.147, 0.113, 0.026], [-0.094, 0.288, -0.002], [-0.004, -0.460, -0.572], [0.069, 0.204, -0.037], [0.064, -0.101, 0.246], [-0.046, 0.005, 0.152], [0.085, 0.059, 0.063], [-0.080, 0.046, 0.142], [-0.058, 0.126, -0.073], [1.604, 0.188, -0.003], [0.424, -0.856, 0.183], [-0.365, 0.572, 0.354], [0.253, -0.518, -0.007], [-0.039, 0.042, 0.024], [-0.013, 0.358, -0.309], [-0.004, -0.056, 0.079], [-0.042, 0.099, -0.034], [0.029, -0.407, -0.202], [0.115, 0.013, 0.151], [-0.025, 0.083, -0.035], [0.118, -0.514, 0.049], [-0.072, 0.102, -0.021], [-0.127, 0.456, 0.047], [0.037, -0.018, 0.013], [-0.038, -0.009, 0.006], [0.011, -0.006, 0.006], [-0.017, 0.004, -0.027]],
  "de_lowest_kcal_mol": 14.6,
  "total_charge": -2,
  "multiplicity": 5,
  "homo_lumo_gap_ev": [6.718, 6.889]
}



(3)
{
  "formula": "C15H4Cl7NO2Zn",
  "method": "ωB97M-V/def2-TZVPD",
  "species": ["Zn", "Cl", "C", "C", "C", "Cl", "C", "C", "C", "C", "N", "C", "C", "O", "H", "H", "H", "H", "Cl", "C", "C", "Cl", "C", "Cl", "C", "O", "C", "Cl", "C", "Cl"],
  "positions_angstrom": [[0.4835, 0.5207, 0.1695], [4.6438, -0.7179, -1.8569], [3.1536, -1.5663, -1.8483], [3.0464, -2.7603, -2.5628], [1.8728, -3.4740, -2.5845], [1.7998, -4.9476, -3.4817], [0.7411, -3.0035, -1.8875], [-0.5109, -3.6451, -1.8511], [-1.5445, -3.0829, -1.1431], [-1.3391, -1.8654, -0.4865], [-0.1824, -1.2410, -0.5071], [0.8632, -1.7760, -1.1753], [2.0813, -1.0290, -1.1336], [2.1544, 0.0840, -0.4652], [3.9094, -3.1102, -3.1062], [-0.6506, -4.5708, -2.3883], [-2.5150, -3.5503, -1.0862], [-2.1343, -1.3817, 0.0648], [-2.2242, 4.9715, 4.7918], [-1.7281, 4.1080, 3.3982], [-1.0275, 2.9150, 3.5247], [-0.6552, 2.2869, 5.0756], [-0.6247, 2.2312, 2.3858], [0.2879, 0.7824, 2.5378], [-0.9010, 2.6840, 1.0838], [-0.5377, 2.0499, 0.0145], [-1.6179, 3.9007, 0.9953], [-1.9733, 4.5083, -0.5634], [-2.0151, 4.6008, 2.1235], [-2.8560, 6.0789, 1.9635]],
  "forces_ev_per_a": [[-0.472, 0.272, 0.129], [0.228, 0.119, 0.002], [-0.529, 0.251, 0.332], [-0.377, -0.264, -0.030], [0.412, 0.296, 0.041], [-0.074, -0.202, -0.101], [0.077, 0.332, 0.142], [-0.214, 0.173, 0.173], [0.131, -0.067, -0.094], [-0.024, 0.127, 0.085], [-0.361, -0.302, 0.017], [0.240, -0.741, -0.527], [0.707, -0.342, -0.411], [0.826, -0.150, -0.258], [0.054, -0.102, -0.055], [0.021, -0.080, -0.014], [-0.034, -0.056, -0.045], [-0.068, -0.017, 0.006], [-0.058, 0.084, 0.207], [0.085, -0.124, 0.006], [-0.087, 0.150, -0.095], [0.043, -0.063, 0.141], [-0.332, 0.627, -0.098], [0.296, -0.556, 0.481], [-0.270, 0.387, 0.240], [-0.313, 0.436, -0.097], [0.060, -0.063, 0.114], [0.008, -0.034, -0.272], [0.157, -0.287, 0.020], [-0.132, 0.197, -0.039]],
  "total_charge": 0,
  "homo_lumo_gap_ev": 7.380
}



DFT total energy values (in a.u.) by entry order: -4628.47510 -4871.88190 -5780.01593.
Largest force on an atom values (in eV Å⁻¹) by entry order: 4.9 1.6 0.9.